No. 1
Formula: CH4O3
Source: the OMol25 dataset
Level of theory: wB97M-V/def2-TZVPD

Geometry as XYZ:
```
8
Properties=species:S:1:pos:R:3:nbo_charge:R:1
O 0.1468 -1.4942 0.3835 -0.55
C -0.3039 -1.1188 -0.7062 0.66
O 0.4208 -0.7446 -1.8417 -0.68
H -1.3657 -1.0879 -1.0211 0.09
H -0.2346 -0.4630 -2.5368 0.49
O 0.5111 1.6928 1.5157 -0.95
H 0.6947 0.8844 2.0459 0.48
H 0.1308 2.3313 2.1607 0.47
```

SMILES: O=CO.O
Gap between HOMO and LUMO: 11.56 eV
Energy above the lowest of the compared OMol25 structures with the same formula, charge and spin: 72.58 kJ/mol
E_tot: -266.20838 Ha
LUMO: 0.59 eV

***

No. 2
Formula: CH4O3P4
Source: the OMol25 dataset
Level of theory: wB97M-V/def2-TZVPD

Geometry as XYZ:
```
12
Properties=species:S:1:pos:R:3:nbo_charge:R:1
C 1.9790 -1.5079 2.1461 -1.11
O 3.5444 -1.9817 3.8548 -1.11
O 1.2138 -3.1306 4.2570 -1.14
O 1.4207 -0.6534 4.8302 -1.13
P 3.7341 -1.6545 2.3274 0.95
P -2.2161 2.3206 -4.4821 -0.11
P -4.2169 3.0861 -4.1114 -0.67
P 1.7107 -1.8193 3.9774 2.33
H 1.3326 -1.2558 1.3471 0.21
H -1.9220 3.3006 -5.5549 -0.05
H -1.9629 1.2448 -5.5254 -0.11
H -4.6175 2.0509 -3.0661 -0.06
```

Total charge: -2
Gap between HOMO and LUMO: 5.95 eV
Energy above the lowest of the compared OMol25 structures with the same formula, charge and spin: 42.50 kJ/mol
E_tot: -1631.69152 Ha
LUMO: 5.58 eV

***

No. 3
Formula: CH4O3S
Source: the OMol25 dataset
Level of theory: wB97M-V/def2-TZVPD

Geometry as XYZ:
```
9
Properties=species:S:1:pos:R:3:nbo_charge:R:1
C 0.3444 -0.6083 -0.6179 -0.84
O 0.6821 -0.0924 2.3607 -0.51
O -0.8228 1.3556 -1.8740 -0.23
O -1.5045 1.2540 -0.7910 -0.22
S -1.0656 0.0369 0.2961 0.59
H 0.4813 0.2760 -1.3528 0.29
H -0.1287 -1.4606 -1.2905 0.24
H 1.2171 -0.7564 0.0003 0.26
H 0.7967 -0.0047 3.2691 0.42
```

Gap between HOMO and LUMO (alpha / beta): 8.62 / 6.57 eV
Energy above the lowest of the compared OMol25 structures with the same formula, charge and spin: 780.13 kJ/mol
E_tot: -664.12500 Ha
LUMO (alpha / beta): -0.87 / -2.30 eV

***

No. 4
Formula: CH4O3S
Source: the OMol25 dataset
Level of theory: wB97M-V/def2-TZVPD

Geometry as XYZ:
```
9
Properties=species:S:1:pos:R:3:nbo_charge:R:1
C 0.5340 -0.6715 1.0676 -0.91
O 1.4503 0.1653 -1.2614 -0.93
O -1.4606 1.3476 -1.2263 -0.42
O -0.9706 0.2923 -0.4737 -0.48
S 0.6871 0.6372 -0.1412 1.49
H -0.0327 -0.2623 1.9349 0.24
H 1.4159 -1.1417 1.5746 0.26
H -0.3219 -1.2791 0.5604 0.27
H -1.3016 0.9121 -2.0348 0.46
```

Gap between HOMO and LUMO: 10.84 eV
Energy above the lowest of the compared OMol25 structures with the same formula, charge and spin: 436.13 kJ/mol
E_tot: -664.25603 Ha
LUMO: 0.78 eV

***

No. 5
Formula: CH4O3S
Source: the OMol25 dataset
Level of theory: wB97M-V/def2-TZVPD

Geometry as XYZ:
```
9
Properties=species:S:1:pos:R:3:nbo_charge:R:1
C 1.1647 0.5801 -0.1008 -0.74
S -0.2196 1.7474 0.2768 0.36
O -1.4899 0.3245 0.8072 -0.30
O -1.7693 -0.4304 -0.2512 -0.01
O -0.6656 -1.3670 -0.3991 -0.50
H 1.9087 1.3510 -0.2071 0.23
H 0.7397 -0.0328 -0.8974 0.26
H 1.3713 0.0688 0.8657 0.23
H -1.0402 -2.2417 -0.0941 0.47
```

SMILES: CSOOO
Gap between HOMO and LUMO: 9.02 eV
Energy above the lowest of the compared OMol25 structures with the same formula, charge and spin: 692.19 kJ/mol
E_tot: -664.15849 Ha
LUMO: -0.37 eV

***

No. 6
Formula: CH4OS
Source: the OMol25 dataset
Level of theory: wB97M-V/def2-TZVPD

Geometry as XYZ:
```
7
Properties=species:S:1:pos:R:3:nbo_charge:R:1
C 0.1830 1.6268 0.6664 0.27
O 1.2474 1.1484 0.9262 -0.49
H -0.7195 0.9799 0.6276 0.11
H 0.0877 2.7050 0.4866 0.11
S -0.0505 -2.1672 -0.3470 -0.28
H -1.2855 -1.9914 -0.8138 0.14
H 0.5375 -2.3014 -1.5460 0.15
```

SMILES: C=O.S
Gap between HOMO and LUMO: 10.57 eV
Energy above the lowest of the compared OMol25 structures with the same formula, charge and spin: 32.97 kJ/mol
E_tot: -513.88219 Ha
LUMO: 0.80 eV

***

No. 7
Formula: CH4OS
Source: the OMol25 dataset
Level of theory: wB97M-V/def2-TZVPD

Geometry as XYZ:
```
7
Properties=species:S:1:pos:R:3:nbo_charge:R:1
C -0.4683 -0.1742 -0.7180 -0.24
O 0.6552 0.5335 -0.0450 -0.68
S 1.1279 -0.0475 1.4186 0.30
H -1.3433 -0.2444 -0.2567 0.18
H 0.0181 -1.1046 -1.0526 0.19
H -0.5961 0.4069 -1.7002 0.19
H 0.6065 0.6303 2.3538 0.06
```

SMILES: COS
Gap between HOMO and LUMO: 9.98 eV
Energy above the lowest of the compared OMol25 structures with the same formula, charge and spin: 113.86 kJ/mol
E_tot: -513.85138 Ha
LUMO: 0.82 eV

***

No. 8
Formula: CH4OSSi
Source: the OMol25 dataset
Level of theory: wB97M-V/def2-TZVPD

Geometry as XYZ:
```
8
Properties=species:S:1:pos:R:3:nbo_charge:R:1
C 1.1201 -0.4349 -0.3938 -0.68
O 3.6145 -0.2322 0.0096 -0.92
Si -1.8393 0.4563 0.2214 0.80
S 2.3100 0.3127 0.4705 1.06
H 1.1621 -1.3939 -0.8122 0.18
H -2.0913 -0.9556 0.3490 -0.15
H -2.2915 0.6353 -1.0673 -0.19
H -1.9845 1.6124 1.2228 -0.11
```

Gap between HOMO and LUMO (alpha / beta): 7.43 / 6.92 eV
Energy above the lowest of the compared OMol25 structures with the same formula, charge and spin: 411.42 kJ/mol
E_tot: -803.19672 Ha
LUMO (alpha / beta): -1.44 / -1.54 eV

***

No. 9
Formula: CH4OSn
Source: the OMol25 dataset
Level of theory: wB97M-V/def2-TZVPD

Geometry as XYZ:
```
7
Properties=species:S:1:pos:R:3:mulliken_spin:R:1
Sn -1.7509 2.3400 -1.7723 1.01
C 0.4349 -0.3383 0.6441 0.00
O -0.2564 0.1196 -0.5248 -0.01
H -0.0847 -1.2165 1.0274 0.00
H 1.4078 -0.7785 0.4255 0.00
H 0.5859 0.4661 1.3639 0.00
H -0.3367 -0.5923 -1.1638 0.00
```

Total charge: +1
Spin multiplicity: 2
Gap between HOMO and LUMO (alpha / beta): 6.07 / 8.45 eV
E_tot: -329.69234 Ha
LUMO (alpha / beta): -6.70 / -6.52 eV

***

No. 10
Formula: CH4P2S3
Source: the OMol25 dataset
Level of theory: wB97M-V/def2-TZVPD

Geometry as XYZ:
```
10
Properties=species:S:1:pos:R:3:nbo_charge:R:1
C 1.4354 -1.4638 -1.1646 -0.74
S 1.2601 -0.5834 0.4217 -0.06
P -0.8086 -0.2374 0.3183 0.49
S -1.1624 0.4837 2.3050 -0.36
P -1.3879 2.4850 1.5332 0.41
S -1.0016 1.8014 -0.4570 -0.39
H 2.4262 -1.9061 -1.1575 0.24
H 1.3480 -0.7587 -1.9856 0.22
H 0.6781 -2.2379 -1.2404 0.23
H -2.7874 2.4172 1.4269 -0.04
```

SMILES: CSP1#S#[PH]S1
Gap between HOMO and LUMO: 7.92 eV
Energy above the lowest of the compared OMol25 structures with the same formula, charge and spin: 0.00 kJ/mol
E_tot: -1917.80548 Ha
LUMO: -0.35 eV

***

No. 11
Formula: CH4S2
Source: the OMol25 dataset
Level of theory: wB97M-V/def2-TZVPD

Geometry as XYZ:
```
7
Properties=species:S:1:pos:R:3:nbo_charge:R:1
C 1.3178 0.5947 -1.1423 -0.52
H -2.3570 -0.2151 1.9070 0.15
H -0.9543 -1.5036 1.5116 0.15
H 1.2018 1.3795 -1.8917 0.19
H 2.2089 -0.0278 -1.2430 0.18
S -1.6649 -0.5987 0.8257 -0.17
S 0.2476 0.3709 0.0327 0.01
```

Gap between HOMO and LUMO: 8.24 eV
Energy above the lowest of the compared OMol25 structures with the same formula, charge and spin: 287.49 kJ/mol
E_tot: -836.75667 Ha
LUMO: -0.18 eV

***

No. 12
Formula: CH4S2
Source: the OMol25 dataset
Level of theory: wB97M-V/def2-TZVPD

Geometry as XYZ:
```
7
Properties=species:S:1:pos:R:3:mulliken_spin:R:1
C -0.7548 1.2882 0.3413 0.63
S 2.9722 0.7302 0.3480 0.00
S -0.6856 -0.0712 -0.4709 1.24
H -0.8227 1.3822 1.3594 0.06
H -0.6927 2.2923 -0.0848 0.06
H 3.2905 -0.2313 -0.4455 0.00
H 1.7370 0.7394 -0.1348 0.00
```

Spin multiplicity: 3
Gap between HOMO and LUMO (alpha / beta): 8.30 / 7.09 eV
Energy above the lowest of the compared OMol25 structures with the same formula, charge and spin: 69.18 kJ/mol
E_tot: -836.74422 Ha
LUMO (alpha / beta): 0.93 / -2.50 eV

***

No. 13
Formula: CH4S4
Source: the OMol25 dataset
Level of theory: wB97M-V/def2-TZVPD

Geometry as XYZ:
```
9
Properties=species:S:1:pos:R:3:nbo_charge:R:1
C -1.8532 -0.0567 0.0832 -0.76
S 0.9247 -0.5221 1.3992 -0.09
S 2.6761 0.1125 -0.0821 0.22
S -0.5635 0.7814 1.1307 0.17
S 2.0725 1.0434 -1.6998 -0.40
H -1.4512 0.1494 -0.8912 0.25
H -2.7694 0.5916 0.1734 0.23
H -2.2812 -0.9951 0.4548 0.24
H 3.2451 -1.1044 -0.5682 0.14
```

Gap between HOMO and LUMO (alpha / beta): 7.13 / 7.13 eV
Energy above the lowest of the compared OMol25 structures with the same formula, charge and spin: 86.04 kJ/mol
E_tot: -1633.19210 Ha
LUMO (alpha / beta): -1.11 / -1.10 eV

***

No. 14
Formula: CH4Se
Source: the OMol25 dataset
Level of theory: wB97M-V/def2-TZVPD

Geometry as XYZ:
```
6
Properties=species:S:1:pos:R:3:nbo_charge:R:1
C 0.4535 0.4805 -1.1299 -0.50
Se -0.5424 -1.3575 2.5901 -0.05
H 0.1675 1.5256 -1.0708 0.18
H 1.4303 -0.0029 -1.2982 0.18
H -0.2985 -0.2021 -0.7942 0.15
H -1.2104 -0.4436 1.7031 0.04
```

Gap between HOMO and LUMO (alpha / beta): 9.56 / 6.70 eV
Energy above the lowest of the compared OMol25 structures with the same formula, charge and spin: 274.23 kJ/mol
E_tot: -2441.79215 Ha
LUMO (alpha / beta): -0.04 / -2.37 eV

***

No. 15
Formula: CH5BOS
Source: the OMol25 dataset
Level of theory: wB97M-V/def2-TZVPD

Geometry as XYZ:
```
9
Properties=species:S:1:pos:R:3:nbo_charge:R:1
B -0.2397 -0.4720 0.5512 0.07
C 0.1950 -0.6870 -1.0364 -0.40
O -0.3860 1.1165 0.5532 -0.80
S 0.8548 0.5496 -1.8801 0.00
H -1.3422 -0.9016 0.6559 -0.04
H 0.2425 -1.6685 -1.4932 0.20
H 0.5274 -0.8000 1.5576 -0.03
H -0.0422 1.5248 1.3487 0.52
H 0.1904 1.3382 -0.2568 0.48
```

Gap between HOMO and LUMO: 8.86 eV
Energy above the lowest of the compared OMol25 structures with the same formula, charge and spin: 253.22 kJ/mol
E_tot: -539.33311 Ha
LUMO: -0.34 eV

***

No. 16
Formula: CH5BS
Source: the OMol25 dataset
Level of theory: wB97M-V/def2-TZVPD

Geometry as XYZ:
```
8
Properties=species:S:1:pos:R:3:nbo_charge:R:1
C -0.2094 0.3225 -1.1989 -0.90
B 0.0640 0.2972 0.5210 0.28
S 0.2384 -1.2820 1.2221 -0.13
H -0.4459 -0.8220 -1.1961 0.22
H 0.7771 0.6472 -1.5623 0.24
H -1.0285 0.9067 -1.4321 0.23
H 0.2442 1.2003 1.1756 -0.07
H 0.3600 -1.2698 2.4707 0.13
```

SMILES: CBS
Gap between HOMO and LUMO: 10.99 eV
Energy above the lowest of the compared OMol25 structures with the same formula, charge and spin: 66.12 kJ/mol
E_tot: -464.10943 Ha
LUMO: 0.58 eV

***

No. 17
Formula: CH5BS2
Source: the OMol25 dataset
Level of theory: wB97M-V/def2-TZVPD

Geometry as XYZ:
```
9
Properties=species:S:1:pos:R:3:nbo_charge:R:1
C -2.3878 -0.6115 -0.0812 -1.01
B -1.2460 0.4346 -0.2623 0.50
S -0.1063 1.5459 -0.0046 -0.26
H -3.0963 -0.2089 0.7201 0.26
H -1.9697 -1.4863 0.1837 0.25
H -2.9605 -0.7705 -0.8819 0.25
S 3.7577 -0.2602 -0.0264 -0.31
H 4.8333 0.5073 -0.2979 0.14
H 3.1756 0.8496 0.6505 0.16
```

SMILES: CB=S.S
Gap between HOMO and LUMO: 9.86 eV
Energy above the lowest of the compared OMol25 structures with the same formula, charge and spin: 162.18 kJ/mol
E_tot: -862.31961 Ha
LUMO: 0.30 eV

***

No. 18
Formula: CH5BrSi
Source: the OMol25 dataset
Level of theory: wB97M-V/def2-TZVPD

Geometry as XYZ:
```
8
Properties=species:S:1:pos:R:3:nbo_charge:R:1
C 0.8178 -0.6188 0.0421 -1.17
Si -0.5260 0.6673 -0.0900 1.09
Br -2.7926 -0.1088 0.0197 -0.40
H 0.7812 -1.6915 -0.2070 0.27
H 1.6347 -0.3724 -0.6798 0.26
H 1.2707 -0.6936 1.0600 0.26
H -0.8174 1.4034 -1.3083 -0.15
H -0.3683 1.4144 1.1633 -0.17
```

SMILES: C[SiH2]Br
Gap between HOMO and LUMO: 10.82 eV
Energy above the lowest of the compared OMol25 structures with the same formula, charge and spin: 26.03 kJ/mol
E_tot: -2904.61838 Ha
LUMO: 0.77 eV

***

No. 19
Formula: CH5BrSi
Source: the OMol25 dataset
Level of theory: wB97M-V/def2-TZVPD

Geometry as XYZ:
```
8
Properties=species:S:1:pos:R:3:mulliken_spin:R:1
C -0.1980 0.7701 0.5836 0.06
Si 0.0397 -0.7684 -0.4455 0.51
Br 2.0310 -0.5050 -1.4227 1.18
H 0.6483 1.1470 1.0159 0.00
H -0.5322 1.5434 -0.1288 0.00
H -1.0108 0.5255 1.3286 0.00
H -0.9102 -0.9526 -1.6044 0.15
H -0.0677 -1.7599 0.6733 0.10
```

Spin multiplicity: 3
Gap between HOMO and LUMO (alpha / beta): 4.77 / 5.48 eV
Energy above the lowest of the compared OMol25 structures with the same formula, charge and spin: 233.90 kJ/mol
E_tot: -2904.38656 Ha
LUMO (alpha / beta): 0.73 / -5.03 eV

***

No. 20
Formula: CH5CeO3
Source: the OMol25 dataset
Level of theory: wB97M-V/def2-TZVPD

Geometry as XYZ:
```
10
Properties=species:S:1:pos:R:3:mulliken_spin:R:1
O 2.5904 -0.1597 -0.0837 -0.02
Ce 1.6311 1.8502 0.0927 2.04
H 3.5116 -0.3344 0.1098 0.00
O -0.5818 0.5518 -0.0181 -0.03
O -1.7725 1.2882 0.0848 0.01
H -2.1063 1.2965 -0.8257 0.00
C -0.7740 -0.8839 0.1457 0.00
H -1.8463 -1.1169 0.1532 0.00
H -0.3256 -1.3085 -0.7607 0.00
H -0.3267 -1.1834 1.1021 0.00
```

Total charge: +1
Spin multiplicity: 3
Gap between HOMO and LUMO (alpha / beta): 6.05 / 9.98 eV
Energy above the lowest of the compared OMol25 structures with the same formula, charge and spin: 0.00 kJ/mol
E_tot: -741.54606 Ha
LUMO (alpha / beta): -4.22 / -4.54 eV